{"formula": "C14H25CuN7S2", "method": "ωB97M-V/def2-TZVPD", "gap_ev": [5.15, 7.44], "de_lowest_kj_mol": 27.17, "multiplicity": 2, "species": ["Cu", "C", "C", "N", "N", "C", "N", "S", "C", "C", "C", "C", "C", "N", "H", "H", "H", "H", "H", "H", "H", "H", "H", "N", "C", "C", "C", "N", "C", "C", "N", "C", "H", "H", "H", "H", "H", "H", "H", "H", "H", "H", "H", "H", "H", "H", "H", "H", "S"], "coordinates": [[-0.51851, -0.86899, -0.39489], [3.74004, -1.09566, -0.80984], [2.25105, -1.22448, -0.93607], [1.45767, -1.31045, 0.14013], [2.03978, -1.02731, 1.33553], [1.62478, -1.64174, 2.37969], [1.97292, -1.15694, 3.64442], [0.69704, -3.15121, 2.34063], [1.61945, -1.34130, -2.20094], [2.34170, -1.49623, -3.41905], [1.67531, -1.63882, -4.60174], [0.26641, -1.63559, -4.61412], [-0.37694, -1.48313, -3.40762], [0.23884, -1.33284, -2.23184], [3.98515, -0.52953, 0.08708], [4.17324, -0.58804, -1.66962], [4.22550, -2.07277, -0.71684], [2.69174, -0.44751, 3.57690], [2.21773, -1.88446, 4.30156], [3.42119, -1.52300, -3.40122], [2.23183, -1.76198, -5.52271], [-0.30081, -1.75672, -5.52521], [-1.46157, -1.47453, -3.36872], [-0.66603, 1.00157, 2.50850], [-1.50929, 2.12877, 2.11638], [-2.90047, 1.64073, 1.70875], [-2.90758, 0.87582, 0.38522], [-2.28731, -0.47858, 0.53841], [-2.28305, 1.73251, -0.72344], [-0.94170, 2.39210, -0.38670], [0.13198, 1.39453, -0.49774], [-0.95543, 3.03132, 1.00485], [-0.95143, -2.66263, 4.33740], [0.05769, 1.26136, 3.16494], [-0.21110, 0.55968, 1.71586], [-1.63359, 2.74265, 3.01233], [-3.55951, 2.50646, 1.59465], [-3.31183, 1.01623, 2.50498], [-3.95188, 0.71435, 0.10515], [-2.96802, -1.18287, 0.28209], [-2.07604, -0.63920, 1.52203], [-3.00147, 2.52749, -0.95104], [-2.17247, 1.13638, -1.63331], [-0.78648, 3.19954, -1.11277], [0.94924, 1.64485, 0.04708], [0.43313, 1.28396, -1.45973], [-1.57838, 3.92962, 0.95215], [0.05427, 3.36479, 1.26332], [-1.18676, -2.67817, 3.01516]], "forces_ev_per_a": [[-0.01, -0.07, 0.03], [0.02, 0.02, 0.01], [-0.06, -0.02, 0.00], [-0.08, -0.01, -0.06], [0.03, 0.02, 0.13], [0.11, 0.11, -0.07], [-0.02, -0.05, -0.01], [0.00, -0.09, 0.00], [0.02, 0.00, -0.05], [-0.07, 0.00, 0.05], [0.04, 0.00, -0.02], [-0.01, -0.01, 0.00], [-0.03, 0.01, 0.04], [0.07, 0.02, -0.06], [0.00, 0.00, -0.01], [0.01, 0.01, 0.00], [-0.01, -0.01, 0.00], [-0.01, 0.00, 0.00], [-0.02, 0.01, -0.01], [0.02, 0.00, 0.00], [-0.01, -0.01, 0.00], [0.01, 0.01, -0.01], [0.00, 0.00, 0.00], [0.03, -0.11, -0.01], [0.00, 0.07, -0.01], [0.00, -0.05, -0.01], [-0.01, -0.03, 0.02], [0.07, 0.07, 0.04], [-0.08, 0.02, -0.01], [0.07, -0.03, 0.02], [-0.02, 0.07, 0.04], [0.01, -0.03, 0.00], [-0.01, 0.00, -0.02], [-0.02, 0.05, 0.00], [0.00, 0.00, -0.01], [-0.01, 0.01, -0.02], [0.01, 0.01, 0.01], [-0.01, 0.00, -0.01], [0.00, 0.01, -0.01], [0.03, -0.02, -0.04], [0.00, 0.02, 0.00], [0.00, -0.01, 0.00], [0.00, -0.01, 0.00], [0.00, 0.01, 0.02], [0.01, 0.02, -0.03], [-0.01, -0.06, 0.00], [0.00, 0.00, 0.01], [0.00, 0.00, -0.01], [-0.05, 0.03, 0.06]]}

***

{"formula": "C14H25MoN4O4S3", "method": "ωB97M-V/def2-TZVPD", "gap_ev": [7.66, 7.66], "de_lowest_kj_mol": 34.66, "charge": 1, "multiplicity": 1, "species": ["Mo", "C", "C", "N", "C", "C", "S", "C", "C", "N", "H", "H", "H", "H", "H", "H", "H", "H", "H", "H", "H", "H", "H", "H", "C", "C", "C", "C", "C", "H", "H", "H", "H", "H", "S", "C", "N", "C", "C", "N", "H", "H", "H", "H", "H", "H", "O", "S", "O", "O", "O"], "coordinates": [[-0.36974, 0.06693, 1.45239], [-0.59537, -2.02643, -0.96813], [-1.61263, -0.94740, -1.21727], [-2.07307, -0.38435, 0.07198], [-3.18066, -1.08573, 0.76974], [-2.74669, -2.31456, 1.54260], [-1.21850, -2.02002, 2.50428], [-0.08880, -3.27741, 1.81295], [0.91571, -2.71638, 0.80647], [0.36268, -1.56271, 0.07006], [-0.03898, -2.26567, -1.87644], [-1.07424, -2.94313, -0.62388], [-2.46413, -1.32432, -1.78890], [-1.16936, -0.11899, -1.77246], [-2.45904, 0.55079, -0.13744], [-3.95955, -1.35965, 0.05267], [-3.60178, -0.34770, 1.45296], [-2.56064, -3.17760, 0.90744], [-3.52979, -2.58987, 2.24755], [-0.71314, -4.06229, 1.38899], [0.43210, -3.71680, 2.66222], [1.20371, -3.50598, 0.10656], [1.82111, -2.38961, 1.31114], [1.12720, -1.11557, -0.47303], [0.60035, 0.69951, 3.47709], [1.33731, -0.32567, 2.79285], [1.95422, 0.28305, 1.64999], [1.65513, 1.64291, 1.69081], [0.83109, 1.90680, 2.79711], [0.05068, 0.55754, 4.39286], [1.59952, -1.27608, 3.23054], [2.63160, -0.20916, 0.96869], [1.94226, 2.36608, 0.94409], [0.37695, 2.85272, 3.04717], [2.74500, -0.53257, -1.94652], [2.22968, 0.90046, -2.71172], [1.17702, 1.66231, -2.38443], [1.05789, 2.86012, -3.21360], [2.21112, 2.68228, -4.22880], [2.83399, 1.44376, -3.77115], [0.66742, 1.54348, -1.51699], [1.17220, 3.75967, -2.60993], [0.08532, 2.89355, -3.70127], [2.92180, 3.50653, -4.19541], [1.84347, 2.57938, -5.24878], [3.62017, 0.99150, -4.20409], [-2.77349, 2.41080, -0.02432], [-1.64045, 2.48460, 0.86548], [-0.42274, 1.76799, 0.19307], [-1.81571, 1.42038, 2.00906], [-1.29823, 3.76248, 1.39576]], "forces_ev_per_a": [[1.43, 3.02, -0.06], [0.06, -0.08, 0.15], [-0.17, 0.13, 0.07], [-0.16, -0.32, 0.31], [0.03, 0.14, -0.10], [-0.06, -0.08, 0.01], [-0.04, 0.14, 0.13], [0.03, -0.09, -0.02], [0.02, 0.06, -0.09], [0.09, 0.06, -0.14], [-0.04, -0.01, -0.03], [0.00, 0.02, 0.00], [0.03, 0.01, -0.04], [0.03, -0.04, 0.00], [0.08, -0.05, 0.02], [0.00, -0.01, 0.01], [0.01, -0.03, 0.00], [-0.03, 0.02, -0.03], [0.03, -0.02, 0.01], [0.02, -0.01, 0.00], [0.00, -0.01, -0.01], [0.01, 0.00, 0.01], [0.00, -0.03, -0.01], [0.06, -0.13, 0.11], [0.11, -0.79, 0.13], [0.20, -0.33, 0.39], [0.20, -0.80, 0.40], [-0.14, 0.12, -0.24], [-0.60, -0.43, 0.14], [-0.03, 0.07, -0.01], [-0.10, -0.07, -0.14], [-0.08, 0.13, -0.15], [-0.06, -0.01, 0.00], [-0.06, 0.02, -0.18], [-0.22, 0.36, -0.14], [-0.01, -0.21, 0.15], [-0.07, -0.15, 0.23], [0.04, -0.02, 0.00], [-0.01, -0.03, 0.03], [0.09, -0.11, 0.01], [0.03, 0.11, -0.06], [0.01, 0.01, -0.01], [0.00, 0.03, -0.01], [-0.02, 0.02, -0.01], [0.00, 0.00, 0.00], [-0.01, 0.05, -0.02], [0.05, -0.15, -0.06], [0.00, -0.46, 0.45], [-0.66, -0.13, -0.64], [-0.27, 0.22, -0.43], [0.17, -0.14, -0.11]]}

***

{"formula": "C14H25N3O2S2", "method": "ωB97M-V/def2-TZVPD", "gap_ev": 8.83, "de_lowest_kj_mol": 9.30, "smiles": "CCS(=O)(=O)N[C@@H](C)[C@@H](c1cccs1)N1CCN(C)CC1", "multiplicity": 1, "species": ["C", "C", "S", "O", "O", "N", "C", "C", "C", "C", "C", "C", "C", "S", "N", "C", "C", "N", "C", "C", "C", "H", "H", "H", "H", "H", "H", "H", "H", "H", "H", "H", "H", "H", "H", "H", "H", "H", "H", "H", "H", "H", "H", "H", "H", "H"], "coordinates": [[-5.01949, -0.49334, 1.02514], [-4.35801, -1.09753, -0.19024], [-2.82932, -0.18565, -0.53781], [-2.18614, -0.80260, -1.66434], [-3.13388, 1.21441, -0.61425], [-1.97268, -0.42321, 0.88378], [-0.74515, -1.20331, 0.89295], [-1.06633, -2.66177, 0.59917], [0.29842, -0.67701, -0.12212], [0.31405, 0.82175, -0.17564], [0.26776, 1.58996, -1.29714], [0.30323, 2.97857, -1.03292], [0.36970, 3.25632, 0.29070], [0.39359, 1.82464, 1.24463], [1.59220, -1.30649, 0.10970], [2.41316, -1.32898, -1.09237], [3.84853, -1.69495, -0.72298], [4.48887, -0.67990, 0.10522], [5.33445, 0.23110, -0.63186], [3.51661, 0.04117, 0.91443], [2.34506, -0.86774, 1.27765], [-5.15335, 0.57333, 0.86349], [-4.38904, -0.63475, 1.89894], [-5.99008, -0.94869, 1.21016], [-4.96895, -1.00600, -1.08417], [-4.06393, -2.13180, -0.04586], [-1.86735, 0.47840, 1.32559], [-0.33616, -1.12050, 1.90644], [-0.14351, -3.23414, 0.61348], [-1.51928, -2.74196, -0.38491], [-1.74940, -3.05663, 1.34710], [-0.02886, -1.01422, -1.11148], [0.18681, 1.17334, -2.28497], [0.27409, 3.73170, -1.79960], [0.40929, 4.20890, 0.78005], [2.41358, -0.35657, -1.61289], [1.99501, -2.07491, -1.77550], [3.83912, -2.63840, -0.16685], [4.43738, -1.84406, -1.62935], [4.78330, 0.84352, -1.36421], [5.82072, 0.90215, 0.07582], [6.10364, -0.33527, -1.15458], [4.01670, 0.38720, 1.82493], [3.12937, 0.93000, 0.38616], [1.68757, -0.34324, 1.97198], [2.73351, -1.75554, 1.78969]], "forces_ev_per_a": [[-0.12, 0.05, 0.09], [0.67, 0.51, -0.03], [-0.46, -0.20, 0.25], [0.04, -0.27, 0.10], [-0.19, 0.07, 0.27], [-0.60, 0.26, -0.53], [0.26, -0.53, -0.49], [0.22, 0.08, 0.25], [0.06, -0.17, 0.18], [0.19, 0.24, 0.07], [0.04, -0.22, 0.21], [0.05, 0.25, 0.11], [-0.03, -0.16, 0.22], [0.02, 0.06, -0.50], [-0.11, -0.05, -0.10], [0.16, -0.14, -0.16], [-0.21, -0.14, -0.05], [-0.02, -0.02, 0.04], [-0.01, -0.07, 0.04], [-0.07, 0.07, 0.22], [0.28, 0.00, 0.13], [-0.12, 0.08, 0.08], [-0.04, -0.01, 0.11], [-0.04, -0.04, 0.00], [0.04, 0.01, -0.16], [0.05, -0.16, -0.05], [-0.06, 0.21, -0.01], [-0.10, 0.06, -0.07], [0.03, -0.12, -0.04], [-0.02, -0.11, -0.09], [-0.06, -0.08, 0.07], [0.08, 0.08, 0.16], [-0.06, -0.15, -0.17], [-0.01, 0.16, -0.10], [0.00, 0.24, 0.03], [-0.01, -0.02, 0.00], [0.06, 0.08, -0.07], [-0.03, -0.06, -0.16], [-0.01, -0.04, 0.04], [-0.02, 0.03, -0.01], [0.07, 0.08, -0.04], [0.07, 0.05, -0.04], [-0.11, 0.09, -0.01], [0.01, -0.04, 0.03], [0.08, -0.10, 0.04], [0.00, 0.13, 0.14]]}

***

{"formula": "C14H25N5O6Pb", "method": "ωB97M-V/def2-TZVPD", "gap_ev": [6.01, 5.77], "de_lowest_kj_mol": 259.15, "multiplicity": 1, "species": ["O", "H", "Pb", "N", "N", "N", "N", "O", "O", "O", "O", "C", "C", "C", "C", "C", "H", "H", "H", "C", "H", "H", "H", "C", "C", "H", "H", "H", "H", "H", "H", "H", "H", "C", "H", "H", "H", "O", "H", "H", "C", "C", "C", "N", "C", "C", "H", "H", "H", "H", "H"], "coordinates": [[-0.00541, 0.25930, -5.07162], [-0.45555, -0.05113, -5.85266], [-0.06226, 0.05530, -0.26534], [0.34748, 1.79645, 1.09870], [1.66994, 1.13579, -1.14638], [-1.27403, -1.16153, 1.18872], [-0.44776, -1.88295, -1.25515], [-0.13042, 1.90612, 2.28690], [-1.47925, -0.81062, 2.55004], [0.17174, -2.23667, -2.51699], [2.31363, 0.77914, -2.19541], [2.09023, 2.27065, -0.45088], [1.43679, 2.60786, 0.72921], [-1.36523, -2.47128, 0.88327], [-0.86132, -2.86960, -0.42966], [1.76582, 3.68921, 1.67655], [2.01423, 3.31928, 2.66119], [0.92787, 4.35702, 1.81832], [2.59692, 4.23785, 1.29011], [3.21205, 2.94835, -1.10051], [2.95076, 3.16370, -2.13559], [4.06932, 2.28016, -1.17868], [3.49256, 3.85377, -0.59935], [-2.02183, -3.42414, 1.79145], [-0.88101, -4.25375, -0.90802], [-2.62861, -2.89243, 2.50968], [-1.33868, -4.05682, 2.35388], [-2.66295, -4.11159, 1.24878], [-0.09813, -4.33390, -1.65020], [-1.82162, -4.47637, -1.40563], [-0.73811, -5.01619, -0.14784], [-1.14785, 0.12953, 2.67736], [0.81641, -1.50739, -2.74037], [-0.96413, 0.79079, -4.13402], [-0.33713, 1.42560, -3.48759], [-1.34570, -0.02828, -3.50011], [-1.79935, 1.36231, -4.54866], [-2.28318, 1.20765, -0.21000], [-2.79437, 0.61605, 0.38224], [-2.07768, 1.93668, 0.42032], [4.19813, -2.21303, 2.07924], [3.49664, -1.18055, 2.72626], [2.36886, -0.63248, 2.12200], [1.94826, -1.03974, 0.91298], [2.60913, -2.00698, 0.26807], [3.72377, -2.63424, 0.81258], [5.06239, -2.66753, 2.52711], [3.77534, -0.76782, 3.68439], [1.75181, 0.15110, 2.56212], [2.18857, -2.24323, -0.71753], [4.17023, -3.42330, 0.23831]], "forces_ev_per_a": [[-0.48, 0.47, 0.32], [-0.27, -0.19, -0.26], [0.13, 0.74, -0.54], [3.89, 2.66, -0.75], [3.13, 3.13, 1.09], [-0.27, -0.55, 0.71], [-0.12, -1.48, -0.74], [-1.04, -0.13, 0.96], [0.12, 0.18, 0.01], [0.24, 0.20, 0.78], [-0.67, -0.17, 0.07], [-0.57, -3.36, -3.60], [-4.62, -2.37, 2.69], [0.82, 0.97, -1.25], [-0.24, 1.44, 0.60], [0.30, -0.01, -0.24], [0.06, -0.32, 0.30], [-0.35, 0.16, -0.02], [0.56, 0.56, -0.08], [0.42, 0.23, -0.24], [-0.05, 0.09, -0.13], [0.13, -0.07, 0.09], [0.21, 0.47, 0.23], [-0.20, -0.67, 0.40], [0.07, -0.71, -0.25], [-0.12, 0.15, 0.17], [0.29, 0.05, 0.10], [-0.14, -0.04, -0.21], [0.14, -0.29, -0.20], [-0.21, -0.03, -0.17], [0.07, 0.12, 0.23], [-0.14, -0.84, -0.70], [-0.96, -0.62, 0.48], [1.15, -0.52, 0.63], [-0.50, 0.02, -0.16], [-0.14, 0.23, -0.25], [0.26, -0.08, -0.23], [-0.91, 0.63, 1.38], [0.21, 0.07, -0.59], [0.02, -0.27, -0.61], [-1.28, 0.50, -0.93], [-0.07, -0.20, -0.36], [-0.08, -0.35, -0.73], [0.01, 0.09, 0.29], [-0.24, 0.30, 0.15], [-0.12, 0.58, 0.78], [0.19, -0.09, 0.09], [0.25, -0.22, 0.09], [0.30, -0.09, 0.18], [0.42, -0.18, 0.37], [0.37, -0.20, 0.04]]}

***

Which value of multiplicity does entry 2 give? 1

***

Among the records above, which one has the highest multiplicity? C14H25CuN7S2

***

Which of these has the highest multiplicity? C14H25CuN7S2